1.
DFT (ωB97M-V/def2-TZVPD) results for a cluster of 2 separate species, C2H6ClN2 in total.

Atoms and positions in Å:
C  1.35407  -0.23511  -0.38029
C  -1.52526  0.35577  -0.31133
N  2.27886  0.12358  0.29851
N  -2.22097  -0.37248  0.53687
Cl  4.09269  -0.16996  -0.05247
H  1.56480  -0.84230  -1.29138
H  -1.56792  0.28648  -1.38441
H  -1.14962  1.41856  -0.19151
H  -2.72502  -1.26815  0.23131
H  -2.29539  0.00953  1.43332
H  2.19377  0.69406  1.11139

Atoms 1-3, force components in eV/Å:
-3.46 -1.64 -2.98
-0.81 1.46 0.05
3.36 0.77 1.24

Computed properties:
net charge	+1
2S+1	1
energy relative to the best compared isomer or geometry (same formula, charge and spin)	462.41	kJ/mol
DFT total energy	-649.09655	a.u.

=====

2.
DFT (ωB97M-V/def2-TZVPD) results for an isolated molecule of C4H4ClN3O2.

Atoms and positions in Å:
C  -1.69395  1.18923  -0.01928
C  -0.80502  0.01759  -0.18647
N  -1.12055  -1.22506  -0.39872
C  -0.03345  -1.99043  -0.48694
N  1.10268  -1.39082  -0.40447
C  0.86352  -0.00719  -0.14419
Cl  1.30614  1.02679  -1.57926
N  1.91870  0.31061  0.99348
O  2.62888  1.23234  0.79745
O  1.91132  -0.43770  1.92874
H  -1.25470  2.17748  0.25981
H  -2.50907  0.96275  0.65798
H  -2.23910  1.25536  -0.87782
H  -0.07541  -3.12095  -0.54030

Atoms 1-3, force components in eV/Å:
0.94 0.22 1.91
2.15 -1.73 1.46
-3.36 3.47 0.18

Computed properties:
net charge	0
2S+1	1
energy relative to the best compared isomer or geometry (same formula, charge and spin)	421.04	kJ/mol
DFT total energy	-929.59999	a.u.
SMILES string	CC1=NC=N[C@]1(Cl)[N+](=O)[O-]

=====

3.
DFT (ωB97M-V/def2-TZVPD) results for the ion C6H8N3O with charge -1.

Atoms and positions in Å:
C  3.18771  0.12207  0.28532
N  2.21692  -0.19249  -0.68359
N  1.11125  0.65883  -0.50863
C  -0.09127  0.25726  -0.27563
C  -1.05854  1.32126  -0.03780
C  -2.41573  1.15088  0.02229
C  -2.82048  -0.16319  -0.01599
C  -1.98086  -1.24055  -0.10746
N  -0.66825  -1.01118  -0.20636
O  0.18341  -2.00953  0.10721
H  3.37417  1.19441  0.07949
H  2.65599  -0.03939  1.30719
H  4.13116  -0.48049  0.12586
H  1.97218  -1.14574  -0.41370
H  -0.63659  2.32103  0.02993
H  -3.09120  1.96210  0.44887
H  -3.84938  -0.42602  0.19400
H  -2.22049  -2.27926  -0.35099

Atoms 1-3, force components in eV/Å:
0.41 1.05 1.34
-0.91 -2.04 -1.09
0.65 0.11 0.22

Computed properties:
net charge	-1
2S+1	1
energy relative to the best compared isomer or geometry (same formula, charge and spin)	102.75	kJ/mol
DFT total energy	-472.83385	a.u.
SMILES string	CN/N=c1/ccccn1[O-]

=====

4.
DFT (ωB97M-V/def2-TZVPD) results for a structure of composition C33H25F12N3O6Pt.

Atoms and positions in Å:
Pt  0.03404  0.83857  -0.36769
C  -5.79654  -1.98956  -2.82893
C  -4.75327  -1.29423  -1.99398
C  -4.69694  -1.44863  -0.61325
C  -3.72004  -0.81932  0.12366
C  -2.74324  0.02218  -0.45453
N  -1.79997  0.62380  0.35298
C  -2.10713  1.04200  1.63169
C  -3.40166  1.54704  1.89216
C  -3.79406  1.99488  3.13167
C  -2.90279  1.99467  4.19994
C  -3.29436  2.50470  5.56223
C  -1.61504  1.55610  3.94472
C  -1.17730  1.09592  2.70049
C  0.29728  0.64310  2.55704
O  0.63080  0.00151  1.40378
C  1.26011  1.86005  2.76392
F  1.17387  2.70827  1.74373
F  2.53162  1.45051  2.85520
F  1.00789  2.58419  3.88652
C  0.61181  -0.40764  3.67412
F  1.75042  -1.06428  3.43855
F  -0.36300  -1.34060  3.73898
F  0.73144  0.10501  4.92071
C  -2.76304  0.14145  -1.86834
C  -3.77273  -0.51001  -2.58003
C  -1.71751  0.96362  -2.67121
O  -0.79124  1.67924  -1.98619
C  -0.96088  -0.00903  -3.64354
F  0.01471  0.63534  -4.30188
F  -0.39643  -1.01131  -2.96209
F  -1.72837  -0.59363  -4.60233
C  -2.46369  2.06149  -3.50103
F  -3.21415  1.59801  -4.53535
F  -3.30434  2.74984  -2.71084
F  -1.61676  2.94419  -4.03995
H  -6.73696  -2.09308  -2.28279
H  -5.47816  -2.99438  -3.12389
H  -6.00083  -1.43217  -3.74494
H  -5.41956  -2.08279  -0.10699
H  -3.68195  -0.96915  1.19439
H  -4.09955  1.58288  1.06663
H  -4.80464  2.36989  3.26742
H  -4.36826  2.39661  5.72943
H  -3.04869  3.56402  5.68526
H  -2.77539  1.95820  6.35218
H  -0.91369  1.57445  4.76591
H  -3.80307  -0.39766  -3.65339
O  5.41669  -2.80538  1.09627
C  4.35584  -2.16888  0.92232
O  4.02522  -1.01170  1.22610
C  3.27168  -2.97611  0.16410
N  1.95419  -2.25269  0.24865
C  0.96432  -3.15130  0.89612
C  1.82386  -4.11539  1.70075
C  3.00391  -4.35657  0.76696
H  3.56468  -3.01352  -0.88308
H  1.65781  -1.90105  -0.67143
H  2.11174  -1.39330  0.80398
H  0.42652  -3.68051  0.10784
H  0.26296  -2.55060  1.46616
H  1.27912  -5.02434  1.95908
H  2.15632  -3.63647  2.62132
H  2.72536  -5.08213  -0.00518
H  3.90423  -4.70470  1.26605
O  2.05085  3.43673  -0.82834
C  2.46616  2.40322  -1.29663
N  1.88442  1.14612  -1.21952
C  2.63153  0.24463  -1.90959
O  2.39023  -0.94304  -2.09711
C  3.83811  0.94529  -2.46755
C  4.89886  0.47798  -3.21172
C  5.87397  1.40188  -3.58298
C  5.77088  2.74028  -3.21302
C  4.69073  3.19500  -2.45819
C  3.73735  2.26870  -2.09676
H  4.96817  -0.56753  -3.48283
H  6.73055  1.07614  -4.16137
H  6.54750  3.43420  -3.51334
H  4.59749  4.23078  -2.15719

Atoms 1-3, force components in eV/Å:
-0.21 0.02 0.17
0.00 0.00 0.00
0.01 0.00 0.00

Computed properties:
net charge	-2
2S+1	1
energy relative to the best compared isomer or geometry (same formula, charge and spin)	0.00	kJ/mol
DFT total energy	-3206.22151	a.u.

=====

5.
DFT (ωB97M-V/def2-TZVPD) results for a structure of composition C6H12O.

Atoms and positions in Å:
C  0.96840  -0.08046  -0.04839
C  1.30327  -0.10651  1.43209
C  1.74480  0.98058  -0.81114
H  1.11973  -1.05889  -0.52133
H  -0.42892  -0.48253  0.07619
H  0.86459  -0.96974  1.93812
H  1.52967  0.94947  -1.88095
H  2.38319  -0.14386  1.59368
H  0.91816  0.80186  1.90133
H  1.49002  1.97262  -0.43390
H  2.82086  0.83919  -0.67800
C  -0.86873  0.77264  -0.24739
C  -1.87660  -0.60343  0.19354
C  -2.45454  -1.39166  -0.70497
O  -1.01236  1.74244  0.48558
H  -0.92323  0.77471  -1.34101
H  -2.19313  -0.52042  1.22655
H  -3.23812  -2.09019  -0.43428
H  -2.14706  -1.38581  -1.74575

Atoms 1-3, force components in eV/Å:
-0.32 -0.62 0.24
-0.07 -0.01 -0.07
-0.37 0.08 -0.02

Computed properties:
net charge	0
2S+1	1
energy relative to the best compared isomer or geometry (same formula, charge and spin)	485.75	kJ/mol
DFT total energy	-310.87426	a.u.

=====

6.
DFT (ωB97M-V/def2-TZVPD) results for a structure of composition C24H40BaN9O4S.

Atoms and positions in Å:
Ba  -0.50827  -0.63615  0.63122
C  -3.65446  0.52470  -3.51612
C  -2.59495  0.33105  -2.46894
N  -2.73551  0.10380  -1.18676
N  -4.03888  0.11970  -0.74069
C  -4.49902  -0.75161  0.22788
N  -5.84984  -0.72311  0.38252
S  -3.51924  -1.65135  1.20541
C  -1.16029  0.49747  -2.93695
C  -0.95482  1.19570  -4.11800
C  0.36470  1.41573  -4.58527
C  1.39946  1.05326  -3.73491
C  1.09355  0.33500  -2.57753
N  -0.14878  0.10110  -2.14662
H  -3.34674  0.13157  -4.49614
H  -3.93614  1.58956  -3.65295
H  -4.62581  0.11294  -3.22296
H  -4.67392  0.75957  -1.14129
H  -6.37791  -0.12345  -0.17155
H  -6.27005  -1.17705  1.20628
H  -1.76848  1.52488  -4.77307
H  0.43125  1.90841  -5.51909
H  2.41834  1.18684  -3.97115
H  1.85304  -0.04629  -1.89069
N  0.88678  -3.14488  1.52470
C  0.52754  -4.52969  1.14440
C  0.59179  -4.65839  -0.40036
C  -0.55965  -4.15214  -1.19621
N  -0.69844  -2.67667  -1.29847
H  1.64012  -2.84976  0.93894
H  1.20599  -3.09753  2.51991
H  -0.49945  -4.79677  1.49624
H  1.20659  -5.24103  1.57184
H  0.67165  -5.71320  -0.73397
H  1.46401  -4.08828  -0.78665
H  -1.52434  -4.51911  -0.71196
H  -0.43900  -4.53438  -2.19478
H  -1.53143  -2.45446  -1.80320
H  0.04010  -2.14977  -1.85314
C  -0.08969  3.03109  0.50080
N  -1.06541  2.16083  1.11465
C  -2.40457  2.65255  0.79815
C  -0.80615  2.32456  2.56555
C  -1.74147  1.51208  3.44579
N  -1.59743  0.02773  3.34657
C  -2.71700  -0.60800  4.08840
C  -0.32309  -0.52916  3.85438
H  -0.21292  4.11794  0.72849
H  -0.09110  2.90507  -0.58190
H  0.87105  2.78922  0.82675
H  -2.62977  3.66823  1.13606
H  -3.14662  1.94706  1.19472
H  -2.60071  2.47536  -0.26020
H  -0.98243  3.40338  2.92946
H  0.28253  2.06878  2.71934
H  -2.75098  1.75386  3.09517
H  -1.55997  1.88082  4.48659
H  -2.63170  -0.52660  5.18821
H  -2.66720  -1.68380  3.89995
H  -3.71975  -0.29838  3.82002
H  -0.09417  -0.46741  4.95737
H  0.48881  -0.02252  3.32271
H  -0.31168  -1.54447  3.52727
O  2.16647  -0.93234  -0.06087
C  2.55152  0.15526  0.43489
O  1.89337  0.81549  1.29003
C  3.99608  0.54613  0.06463
C  4.77552  -0.16084  -0.89564
C  5.95335  0.39617  -1.34278
C  6.41973  1.56102  -0.73753
C  5.75584  2.16411  0.30096
C  4.52799  1.64991  0.65887
N  7.58571  2.29674  -1.23163
O  8.00612  1.91381  -2.31823
O  8.02970  3.23134  -0.59080
H  4.39301  -1.11987  -1.22999
H  6.50213  0.01673  -2.15603
H  6.14341  3.07253  0.73789
H  3.92195  2.17935  1.35196

Atoms 1-3, force components in eV/Å:
0.38 -0.03 0.37
-0.97 0.55 0.23
1.11 -0.01 1.16

Computed properties:
net charge	+1
2S+1	1
energy relative to the best compared isomer or geometry (same formula, charge and spin)	7.07	kJ/mol
DFT total energy	-2155.78487	a.u.

=====

Q: Number 5 is which compound?
A: C6H12O

=====

What did the second record say?
DFT (ωB97M-V/def2-TZVPD) results for an isolated molecule of C4H4ClN3O2.

Atoms and positions in Å:
C  -1.69395  1.18923  -0.01928
C  -0.80502  0.01759  -0.18647
N  -1.12055  -1.22506  -0.39872
C  -0.03345  -1.99043  -0.48694
N  1.10268  -1.39082  -0.40447
C  0.86352  -0.00719  -0.14419
Cl  1.30614  1.02679  -1.57926
N  1.91870  0.31061  0.99348
O  2.62888  1.23234  0.79745
O  1.91132  -0.43770  1.92874
H  -1.25470  2.17748  0.25981
H  -2.50907  0.96275  0.65798
H  -2.23910  1.25536  -0.87782
H  -0.07541  -3.12095  -0.54030

Atoms 1-3, force components in eV/Å:
0.94 0.22 1.91
2.15 -1.73 1.46
-3.36 3.47 0.18

Computed properties:
net charge	0
2S+1	1
energy relative to the best compared isomer or geometry (same formula, charge and spin)	421.04	kJ/mol
DFT total energy	-929.59999	a.u.
SMILES string	CC1=NC=N[C@]1(Cl)[N+](=O)[O-]

=====

Q: What is the net charge in the third record?
A: -1